Version a
ORCA calculation (the ωB97M-V functional and the def2-TZVPD basis) on a 40-piece molecular cluster, H80O40 overall.

Structure (ORCA input):
```
! RIJCOSX wB97M-V def2-TZVPD def2/J DEFGRID3
* xyz 0 1
H 1.59453 -0.89161 4.86359
H 0.39098 0.26365 5.05810
O 0.67535 -0.66284 5.06797
H -1.15370 5.09627 -3.59132
H 0.09788 4.05091 -3.56113
O -0.25422 4.89480 -3.84881
H -0.30186 -3.86657 2.83236
H 0.46978 -4.07395 1.58317
O 0.12060 -3.35704 2.13060
H -3.31080 1.19374 -4.08260
H -3.40482 2.73344 -4.78738
O -3.07321 1.83920 -4.74361
H -2.74304 -5.65848 -0.88770
H -1.60835 -6.64880 -1.48048
O -1.85844 -5.74349 -1.25370
H -1.55998 -1.75972 1.79758
O -1.57236 -1.78052 0.82448
H 1.19447 -4.45115 -4.56101
O 0.54844 -5.16049 -4.45983
H -4.71633 -0.07751 3.93158
H -4.42858 -0.16669 5.44272
O -4.45252 -0.68436 4.63268
H -1.94942 -0.42414 -1.90102
H -1.18916 -0.68733 -3.16402
O -1.25161 -0.02338 -2.43436
H -1.41108 0.53078 1.92716
H -1.13056 1.75632 2.94744
O -1.77031 1.13182 2.58148
H -2.58509 -1.81786 4.42354
H -1.01667 -2.33755 4.16067
O -1.90448 -2.06505 3.79604
H -2.73232 3.41657 2.61650
O -3.62109 3.89906 2.63868
H 2.53108 -2.72262 -3.67053
H 1.84521 -1.49567 -3.56513
O 2.15776 -2.18721 -2.94887
H 0.43391 -2.28234 5.16852
H -0.17352 -3.66180 5.62301
O 0.25134 -3.21391 4.88016
H 0.70345 -0.60561 2.88443
H 1.82250 -1.30020 2.04976
O 1.53699 -0.45752 2.42161
H 1.41630 2.02662 3.66445
H 0.81872 2.99846 4.65844
O 0.60949 2.18292 4.18301
H 0.39053 -5.51225 0.22481
H -1.18258 -5.79318 0.43079
O -0.32156 -5.64893 0.84570
H -1.87081 4.77973 1.83464
H -0.98547 4.31393 0.56648
O -0.99319 4.74154 1.43708
H -6.45908 0.29537 0.70854
O -6.73622 0.10221 -0.18366
H 1.56125 4.28019 1.45482
H 2.97658 3.76715 1.58621
O 2.12303 3.54201 1.18839
H 3.78663 1.98765 -2.59745
O 3.54596 1.29574 -1.96754
H -1.17191 -2.63884 -4.38877
H -0.97899 -3.13707 -3.01143
O -0.88790 -2.31736 -3.51762
H -0.68032 2.47385 -0.27851
H -0.97695 1.98594 -1.72884
O -1.34998 2.46423 -0.97363
H 0.16596 -5.06179 -1.66098
H 1.12693 -3.77663 -1.85912
O 1.04741 -4.68556 -1.55878
H 1.84967 3.70206 -5.32938
H 1.70693 2.09770 -5.27874
O 1.93222 2.87911 -5.81844
H 4.47430 -2.41526 -1.14248
H 5.19871 -3.47933 -1.77260
O 5.36797 -2.79226 -1.10779
H -3.78223 0.42700 0.52592
H -2.78665 1.51027 -0.07920
O -3.69526 1.33812 0.21531
H -0.89718 6.19659 0.40657
H 0.50671 6.40106 -0.34499
O -0.36946 6.75662 -0.19182
H 6.54583 -1.37410 -0.31459
H 6.18148 0.19865 -0.41832
O 6.37294 -0.54654 0.15450
H 2.51963 4.24976 3.66557
H 1.07948 5.09417 3.20725
O 1.79304 4.86141 3.81212
H 1.62605 -0.04420 -5.06876
H 0.64867 -1.22472 -5.16222
O 1.52307 -0.92715 -5.44573
H -0.05153 -0.97817 0.57021
O 0.61548 -0.60946 -0.04913
H -4.27698 -2.33559 1.57045
H -5.56385 -2.68866 2.44027
O -5.21860 -2.52896 1.55975
H -6.63898 0.69257 -0.93084
H -1.07010 -2.66869 0.67284
H 3.39073 0.52520 -2.53705
H -0.21537 -4.68137 -4.13685
H -3.97324 3.77591 1.74762
H 0.28106 0.28197 -0.19000
O 3.38756 -0.78003 0.14206
H 3.13339 0.06690 0.49988
H 2.72598 -1.08760 -0.49089
O -4.60739 0.96092 -2.45609
H -5.20723 0.29832 -2.09735
H -3.86044 1.02361 -1.84577
O 4.66828 0.68183 1.89580
H 5.27128 0.22161 1.28595
H 3.74485 0.60813 2.12569
O 3.40255 -1.27957 4.37196
H 4.34153 -1.01398 4.48400
H 3.53279 -1.16769 3.40966
O -2.39990 -0.83252 -5.56445
H -2.53727 0.12878 -5.48633
H -3.29456 -1.10868 -5.32365
O 1.21753 2.11479 -3.43004
H 0.27069 2.04164 -3.26488
H 1.60992 1.82371 -2.59314
O 3.78913 2.84704 3.13756
H 4.40243 2.14068 3.38993
H 3.78348 2.88452 2.18386
*
```

The highest occupied orbital energy is -10.35 eV. The value obtained for the frontier orbital gap is 9.64 eV. For the LUMO energy, the calculation gives -0.71 eV.

Results of the Löwdin charge analysis, in e, for atoms 1 through 2: atom 1 (H): 0.0200, atom 2 (H): 0.0513

=====

Version b
ORCA calculation (the ωB97M-V functional and the def2-TZVPD basis) on a 40-piece molecular cluster, H80O40 overall.

Structure (ORCA input):
```
! RIJCOSX wB97M-V def2-TZVPD def2/J DEFGRID3
* xyz 0 1
H -3.24052 -1.28496 4.91722
H -3.15723 -0.20857 6.02772
O -3.75577 -0.69928 5.48075
H -3.04665 2.40561 -4.69086
H -1.85131 2.45211 -3.54264
O -2.79963 2.48432 -3.71397
H -0.55250 -1.72572 0.09221
H 0.96744 -1.80709 0.12756
O 0.21258 -2.34627 0.07582
H 0.78929 -3.01721 4.55188
H 0.20435 -2.72737 3.07725
O 0.21517 -2.50139 4.00586
H -0.91640 -0.16671 -2.97303
H -0.39251 0.30693 -4.42212
O -0.91521 0.52741 -3.66036
H -1.39530 3.51546 -4.96540
O -1.67358 3.29044 -5.89872
H 0.99486 0.62208 -0.01814
O 1.95292 0.91388 0.33522
H 1.84062 2.40571 5.34792
H 1.65165 2.25525 3.87282
O 1.20011 2.60663 4.66761
H -0.66699 3.59231 3.51886
H -1.54544 4.93718 3.60004
O -1.32793 4.12560 3.07343
H 1.47218 0.75645 -4.92765
H 2.98091 0.74969 -4.31916
O 2.16458 1.36378 -4.66463
H 4.71356 1.47567 -0.48055
H 4.04206 2.76810 -0.25131
O 4.17914 2.15015 -0.88370
H 1.53082 -0.74578 5.38768
O 1.17057 -0.54364 6.25794
H 4.61653 4.40260 0.48095
H 3.52840 4.92714 1.39727
O 4.47057 4.93694 1.24976
H -5.28700 1.71720 -2.66734
H -3.94029 1.09962 -3.32932
O -4.75652 0.94385 -2.85911
H -1.82845 0.83764 4.34880
H -1.58204 0.53295 2.99857
O -2.39809 0.50953 3.65956
H -4.39423 3.77633 2.37969
H -3.81451 5.34854 1.99869
O -4.41835 4.70551 2.25783
H 2.60620 -0.73457 -2.44433
H 3.65087 -0.40791 -1.11120
O 3.02685 -0.06877 -1.83106
H -1.93696 0.40004 -0.23436
H -0.89893 0.94625 0.71986
O -1.25173 0.06435 0.33550
H 1.46284 -4.23126 0.11351
O 2.26275 -4.82038 0.39393
H -0.50634 4.04060 0.86611
H -1.77548 5.00356 0.33390
O -0.95064 5.00843 0.68204
H -3.69327 -4.13126 0.94522
O -3.35510 -3.72839 0.17208
H 4.96624 -1.70732 1.77946
H 4.33802 -2.77644 0.86643
O 4.68782 -1.89068 0.94101
H -1.44774 -2.35893 2.39219
H -2.90156 -2.44119 2.20210
O -2.23293 -2.60086 2.90130
H 0.67307 -2.77761 -1.98107
H 0.98203 -4.03548 -2.93933
O 1.37785 -3.28827 -2.55008
H 0.36937 0.27416 -2.62179
H -0.02145 -1.26630 -2.38951
O 0.59113 -0.56834 -2.07553
H 1.71549 5.37742 -0.22407
H 1.19901 5.35002 1.30706
O 1.79749 5.76664 0.66944
H -0.71459 -0.62878 -6.73143
H 0.84977 -0.99708 -6.69543
O 0.07127 -0.73779 -6.24606
H 4.98956 -0.65851 4.76993
H 3.79325 -0.74143 3.65924
O 4.73208 -0.89996 3.87631
H 1.48314 -1.31459 3.40129
H 1.41888 0.16695 2.93814
O 2.12349 -0.50614 3.17278
H 0.22653 2.42762 1.99872
H 1.06519 3.02732 0.66331
O 0.25246 2.81876 1.07376
H 0.18524 1.85608 -2.04210
H 1.60751 2.53392 -2.03906
O 0.59864 2.70721 -1.82375
H 5.94830 1.54998 1.39546
O 5.58974 0.92143 0.81629
H 2.38985 -2.78617 -5.47171
H 1.64118 -2.86096 -4.21066
O 1.58616 -2.40484 -5.05879
H 2.36495 -5.48052 -0.31927
H -1.64707 2.21684 -5.88839
H -3.91881 -2.95231 -0.25243
H 2.35803 1.06125 -0.55589
H 0.24605 -0.52183 6.37854
H 5.53956 0.04060 1.25524
O 1.41151 -4.72160 2.77518
H 1.42269 -5.49231 2.18953
H 2.18217 -4.37757 2.37836
O 0.27440 -5.64089 -1.95246
H 0.44821 -6.57166 -1.93972
H -0.20002 -5.37528 -1.09319
O -1.31646 -3.01238 -4.81386
H -1.02223 -3.48726 -5.55839
H -0.78299 -2.24002 -4.95078
O -4.47092 -1.54370 0.70836
H -5.11108 -0.93797 0.28819
H -5.18348 -1.26355 1.47851
O -5.18916 0.67085 2.48338
H -5.47513 0.64223 3.39566
H -4.24006 0.73184 2.57719
O -3.35830 1.79019 -0.62001
H -3.47815 1.28204 -1.46360
H -2.46618 2.19137 -0.53164
O -2.58588 -3.30169 -2.44889
H -2.54136 -3.65271 -3.36935
H -3.07476 -3.59313 -1.73619
*
```

The highest occupied orbital energy is -9.73 eV. The value obtained for the frontier orbital gap is 9.08 eV. For the LUMO energy, the calculation gives -0.65 eV.

Results of the Löwdin charge analysis, in e, for atoms 1 through 2: atom 1 (H): 0.0161, atom 2 (H): 0.0148

=====

Version c
ORCA calculation (the ωB97M-V functional and the def2-TZVPD basis) on a 40-piece molecular cluster, H80O40 overall.

Structure (ORCA input):
```
! RIJCOSX wB97M-V def2-TZVPD def2/J DEFGRID3
* xyz 0 1
H 2.69101 1.12051 -3.62615
H 2.26805 1.22717 -2.25876
O 2.77550 1.78866 -2.90202
H 1.80850 -1.08193 2.69848
H 1.92008 -2.17281 1.49017
O 1.69515 -1.29149 1.76624
H 0.51891 -0.95803 3.74825
H 0.11841 -2.39285 3.84036
O 0.56907 -1.69066 4.37225
H -3.91750 3.71100 1.54237
H -4.62955 2.88421 0.78245
O -4.88415 3.50132 1.49994
H -3.65603 -3.76757 1.59693
H -4.80627 -3.81300 2.57242
O -3.84450 -3.61781 2.53290
H -0.47911 -0.12113 -2.43490
O -0.92018 -0.57910 -3.15585
H 1.85299 2.58290 1.19138
O 2.21833 1.77743 1.57150
H -2.20079 2.53780 5.47993
H -2.68385 1.11176 5.32043
O -1.99017 1.70755 5.01160
H 1.74908 4.37585 2.59590
H 0.57354 4.54025 3.55747
O 1.53044 4.56675 3.50434
H 5.26852 -0.20349 -2.00960
H 6.19543 0.80182 -2.77319
O 5.71500 -0.05381 -2.87565
H 2.65228 -5.97856 1.97319
H 2.82654 -4.49252 1.76438
O 2.58095 -5.29348 1.30424
H -1.71836 -3.70339 5.43202
O -1.58274 -3.87787 4.49965
H -2.78399 -1.84569 -4.83613
H -1.66517 -1.08332 -5.66177
O -2.60863 -1.18521 -5.50368
H -2.88899 0.28030 -3.06061
H -3.24850 -0.27978 -4.41644
O -3.67619 0.09731 -3.61829
H -5.03598 -0.84149 2.95273
H -3.92464 -1.92441 3.21430
O -4.14708 -0.98249 3.27701
H -3.66679 -4.96118 -0.47297
H -2.17862 -5.48320 -0.28557
O -3.09825 -5.73970 -0.47530
H 1.94164 -5.93271 -0.91607
H 0.55575 -5.88468 -1.26033
O 1.31267 -6.45050 -1.44031
H -0.13391 6.87853 1.02222
H 0.99182 6.03771 1.46450
O 0.34405 6.65980 1.84318
H -0.17645 -1.88941 -1.25657
O -0.90455 -2.10739 -0.66800
H -4.87416 3.72373 -1.17188
H -4.27530 2.45298 -1.55667
O -3.99038 3.35392 -1.35619
H -4.42947 0.71091 0.51234
O -5.27193 0.29541 0.77993
H -3.48011 3.36952 -3.38707
H -3.05094 4.60093 -4.14771
O -3.81495 4.21647 -3.70676
H 2.35177 -3.11008 -0.68720
H 3.56534 -2.10668 -0.58635
O 2.82384 -2.49125 -0.12191
H -1.23454 5.38877 3.07556
H -1.49334 3.97757 3.61064
O -1.86108 4.64692 3.01323
H 4.67734 0.96059 1.97977
H 4.15821 -0.11140 2.84277
O 4.87919 0.02827 2.22401
H 0.75468 -0.17209 0.06139
H 2.02479 -0.21923 -0.59924
O 1.28253 0.42336 -0.55787
H -0.25652 -3.37835 1.28432
H -0.33646 -4.80162 1.88806
O -0.48662 -4.29056 1.09223
H -1.41076 -1.05136 5.72758
H -0.29588 -1.77456 6.62722
O -1.17621 -1.82075 6.24903
H -1.90443 2.46540 -3.62855
H -0.38383 2.15099 -3.44393
O -1.27479 1.86398 -3.23597
H 5.80163 3.39139 1.58251
H 5.39035 2.02317 0.79593
O 5.79256 2.44054 1.56255
H 1.09392 -1.25760 -3.89182
H 1.20228 -2.08652 -5.25444
O 1.68394 -1.63399 -4.55310
H -1.27013 0.93998 3.44466
O -0.82618 1.06915 2.58850
H -2.96442 -0.22039 1.87966
H -2.04552 0.88573 1.22943
O -2.66565 0.17027 1.03740
H -1.49339 -1.35295 -0.77735
H -1.19121 0.11811 -3.78144
H -5.40712 -0.27648 -0.00296
H 2.12307 1.17031 0.79946
H -2.22386 -3.23393 4.10089
H 0.06638 1.15526 2.98121
O 5.94187 3.30435 -0.97963
H 5.54799 3.29497 -1.85197
H 6.44102 2.58471 -0.58915
O 0.97797 3.75151 -1.02051
H 0.08798 3.38372 -0.98115
H 1.44878 3.28778 -1.72507
O -1.69870 1.41908 -1.03468
H -2.42402 1.89853 -0.63836
H -1.56846 0.65235 -0.46465
O 5.03118 -0.28424 -0.20160
H 5.91775 -0.63075 -0.16866
H 4.42595 -0.40995 0.55510
O 1.14826 3.26111 -4.66081
H 1.84775 2.65757 -4.38756
H 1.37100 4.14009 -4.34287
O -0.52824 -3.59847 -5.07047
H 0.42588 -3.68457 -4.89202
H -0.92224 -3.39603 -4.21324
O 2.72801 -3.43840 -2.64150
H 3.48096 -3.43985 -3.23492
H 1.98110 -3.51210 -3.25680
*
```

The highest occupied orbital energy is -10.88 eV. The value obtained for the frontier orbital gap is 10.29 eV. For the LUMO energy, the calculation gives -0.59 eV.

Results of the Löwdin charge analysis, in e, for atoms 1 through 2: atom 1 (H): 0.0707, atom 2 (H): 0.0347

=====

Version d
ORCA calculation (the ωB97M-V functional and the def2-TZVPD basis) on a 40-piece molecular cluster, H80O40 overall.

Structure (ORCA input):
```
! RIJCOSX wB97M-V def2-TZVPD def2/J DEFGRID3
* xyz 0 1
H -2.40217 1.59824 -3.19414
H -3.34977 2.56117 -2.47476
O -3.06464 2.14486 -3.33988
H -1.82969 0.07458 3.36254
H -3.18959 0.74149 3.65140
O -2.67568 0.17831 3.13412
H 1.51394 5.75102 -2.89627
H 1.37629 4.75038 -1.76594
O 1.50875 4.80017 -2.64884
H 3.54931 -3.91847 2.89960
H 4.06993 -3.30040 4.28708
O 3.43929 -3.23871 3.54663
H -3.61281 0.14427 0.30443
H -3.63728 1.27097 1.18552
O -4.14116 0.96832 0.41935
H 2.75601 0.55320 5.34388
O 2.62202 -0.14514 5.98983
H 4.54702 -0.06352 -2.38092
O 5.47953 0.00495 -2.23009
H 2.05583 -1.63714 -1.16970
H 2.22930 -0.34452 -2.09616
O 2.65024 -0.91791 -1.41231
H 4.30808 3.53424 3.29006
H 3.96853 2.02717 2.77581
O 4.54663 2.59886 3.28045
H 5.01734 3.18462 -0.58903
H 5.98750 2.94566 0.66307
O 5.84506 3.54012 -0.02359
H -0.42856 -1.48584 5.49373
H -1.11974 -1.66445 6.58085
O -0.68494 -0.98989 6.22504
H -3.24230 3.24711 -0.67582
O -2.39000 3.38553 -0.36540
H -1.83965 1.22903 -6.38712
H -0.49524 1.02886 -6.73955
O -1.33853 0.59636 -6.80807
H -0.74986 4.86935 1.61709
H -0.33131 6.07012 2.39530
O -0.66310 5.81086 1.42373
H -0.45455 1.58111 -1.37491
H -1.87266 1.47853 -0.85105
O -1.26868 0.85196 -1.22595
H -0.95029 -1.68677 -1.85670
H -0.52556 -2.99478 -2.63489
O -0.67760 -2.64574 -1.71513
H -1.34379 -4.42896 -0.22328
H -2.20540 -3.54350 0.44302
O -1.89390 -4.46191 0.55133
H -4.42105 -2.44936 -1.45907
H -4.12999 -3.30322 -2.76242
O -4.82054 -3.07989 -2.16071
H -4.96565 -0.40115 -3.96454
O -5.69705 -0.93315 -3.71461
H -0.12834 -5.57982 -2.49738
H 0.70873 -6.54726 -1.46611
O 0.14210 -5.75451 -1.56240
H -6.01573 -1.02292 1.34188
O -5.18424 -0.73523 1.69800
H 4.07760 2.88648 -2.26106
H 4.43127 1.63242 -1.56642
O 4.07636 2.58208 -1.34844
H 3.58103 -3.60050 -1.93491
H 2.78580 -3.01077 -3.11621
O 2.93359 -3.83171 -2.76434
H -1.90266 -1.06274 -5.72200
H -2.80087 -2.37638 -5.46578
O -1.89354 -1.88482 -5.29954
H 0.66075 3.21627 4.49822
H 2.18571 3.41170 4.87854
O 1.49792 3.33560 4.23377
H 2.43024 3.57056 -4.71608
H 2.41552 3.49671 -3.37531
O 2.60078 2.83193 -4.04041
H 6.44471 -0.60475 2.23889
H 5.63421 -1.32228 1.05544
O 5.52354 -0.77053 1.82227
H -1.78050 -4.64394 -3.20136
H -2.45929 -4.68332 -4.65978
O -2.18950 -4.09392 -4.00097
H 2.61295 0.13687 -4.86960
H 1.05570 -0.29645 -4.77731
O 1.72411 0.16100 -4.41889
H -5.85248 3.00296 2.17245
H -5.46376 1.84336 1.38370
O -5.78150 2.02256 2.20584
H 0.10291 2.03561 2.63778
H -1.51334 2.06559 2.14544
O -0.80018 2.34164 2.83864
H -2.71733 -1.60340 -3.28051
O -2.92345 -0.76370 -2.84873
H 1.32360 -3.91279 5.24699
H 1.75324 -2.51417 4.38319
O 1.04066 -2.96581 4.89972
H -5.65520 -1.55491 -3.17077
H 1.74647 -0.23726 5.66756
H -5.32460 -0.01812 2.45000
H 5.66140 -0.93296 -1.97819
H -2.63713 3.53707 0.62038
H -3.34939 -0.99280 -1.95324
O 1.38888 1.35122 1.45571
H 1.74973 1.78229 0.62080
H 1.16106 0.52914 1.11974
O 2.05912 0.35560 3.66336
H 2.24244 0.97223 2.96588
H 2.48675 -0.41346 3.17552
O -0.97005 -3.41426 3.32004
H -0.28848 -2.87504 3.86406
H -0.43118 -4.18849 2.85644
O 4.48819 -2.86842 0.19628
H 4.85046 -3.86189 0.37280
H 3.62535 -3.08282 0.54934
O -3.63338 4.10056 2.96144
H -3.32375 4.85852 2.45690
H -2.91792 3.33146 3.10052
O -3.11939 -1.88385 -0.16640
H -2.56676 -2.23035 0.49332
H -3.86453 -1.39804 0.36732
O 1.87151 1.59259 -1.47810
H 1.42107 1.39871 -2.21690
H 2.54448 2.03280 -1.57328
*
```

The highest occupied orbital energy is -9.78 eV. The value obtained for the frontier orbital gap is 8.96 eV. For the LUMO energy, the calculation gives -0.81 eV.

Results of the Löwdin charge analysis, in e, for atoms 1 through 2: atom 1 (H): -0.0947, atom 2 (H): 0.0564

=====

The most stable structure shown above is version a; the least stable is version d.